Record 1
Formula: CH3FO2S
Source: OMol25
Level of theory: ωB97M-V with the def2-TZVPD basis set

Lowest unoccupied orbital energy (spin up / spin down) (eV): 0.5 / -2.7
Kohn-Sham gap (spin up / spin down) (eV): 10.643 / 5.263
ΔE to the lowest compared entry with this formula, charge and spin (kcal per mole): 92.0

XYZ file:
```
8
Properties=species:S:1:pos:R:3:forces:R:3
H -2.801 0.117 -1.520 -0.1 0.2 0.0
H 0.404 0.302 1.163 0.4 0.0 -0.1
H 1.657 -1.132 0.986 -0.1 0.1 -0.4
S -2.117 0.625 -0.436 0.5 -1.6 1.4
F 1.353 0.114 -0.643 0.2 0.0 -0.3
C 1.090 -0.300 0.580 -0.3 0.1 0.9
O -1.339 -0.614 -0.078 -0.9 1.0 -0.8
O -3.068 1.080 0.576 0.2 0.2 -0.8
```
Positions in Å, forces in eV/Å.

=====

Record 2
Formula: CH3FS
Source: OMol25
Level of theory: ωB97M-V with the def2-TZVPD basis set

Lowest unoccupied orbital energy (spin up / spin down) (eV): -0.5 / -0.5
Kohn-Sham gap (spin up / spin down) (eV): 9.022 / 9.023
ΔE to the lowest compared entry with this formula, charge and spin (kcal per mole): 74.8

XYZ file:
```
6
Properties=species:S:1:pos:R:3:forces:R:3
C 0.248 0.050 0.331 1.4 -1.3 -3.2
H 0.279 0.070 1.341 0.7 -0.4 3.3
S -1.451 0.108 -0.055 -0.3 -0.6 -0.4
H 1.350 -1.517 -0.081 -2.2 3.0 0.6
F 0.889 1.150 -0.154 0.5 -0.6 -0.2
H -1.315 0.138 -1.383 0.0 0.0 -0.2
```
Positions in Å, forces in eV/Å.

=====

Record 3
Formula: CH3I2N2
Source: OMol25
Level of theory: ωB97M-V with the def2-TZVPD basis set

Lowest unoccupied orbital energy (spin up / spin down) (eV): -5.1 / -7.8
Kohn-Sham gap (spin up / spin down) (eV): 6.078 / 5.695
Charge: +1
<S²>: 2.025
Multiplicity: 3
ΔE to the lowest compared entry with this formula, charge and spin (kcal per mole): 89.7

XYZ file:
```
8
Properties=species:S:1:pos:R:3:forces:R:3
H 0.190 -1.868 -1.309 0.8 -0.3 0.8
N 0.576 -1.361 -0.480 -1.3 -0.2 -1.3
N -0.153 1.000 0.478 0.4 -4.5 0.0
C 0.000 0.543 -0.647 2.7 1.3 -2.1
I -1.056 2.738 1.199 -1.0 2.4 1.0
I 0.186 -2.071 1.265 0.2 -0.9 0.3
H -0.066 0.137 1.220 -0.3 2.7 -1.0
H 0.322 0.882 -1.726 -1.5 -0.4 2.3
```
Positions in Å, forces in eV/Å.

=====

Record 4
Formula: CH3I2NS2
Source: OMol25
Level of theory: ωB97M-V with the def2-TZVPD basis set

Lowest unoccupied orbital energy (spin up / spin down) (eV): -0.6 / -2.5
Kohn-Sham gap (spin up / spin down) (eV): 8.380 / 5.366
ΔE to the lowest compared entry with this formula, charge and spin (kcal per mole): 47.4

XYZ file:
```
9
Properties=species:S:1:pos:R:3:forces:R:3
S 0.917 -0.301 -1.098 -0.1 0.4 -0.4
H -1.275 -0.812 0.347 -1.3 -0.3 0.7
S 2.901 2.286 1.134 0.0 -0.8 0.2
H -1.886 0.894 0.667 0.1 -0.6 -0.4
H -2.311 -0.006 -0.809 -1.1 -0.1 -1.4
C -1.571 0.147 -0.089 1.9 -0.4 2.2
I 2.920 -0.006 1.595 0.2 0.8 0.1
N -0.287 0.499 -0.581 0.5 1.4 -1.0
I 0.591 -2.701 -1.166 -0.2 -0.4 0.1
```
Positions in Å, forces in eV/Å.

=====

Record 5
Formula: CH3I2P
Source: OMol25
Level of theory: ωB97M-V with the def2-TZVPD basis set

Lowest unoccupied orbital energy (eV): -0.4
Kohn-Sham gap (eV): 8.791
ΔE to the lowest compared entry with this formula, charge and spin (kcal per mole): 66.4
SMILES: [H]/P=C/I.I

XYZ file:
```
7
Properties=species:S:1:pos:R:3:forces:R:3
H 0.833 -1.757 0.987 -0.4 -0.7 0.8
I -3.312 0.405 -0.645 -0.2 0.1 0.1
C 0.988 0.331 0.429 1.1 0.4 -0.7
P 1.162 -1.188 -0.221 0.1 0.7 -0.8
H -2.130 -0.340 -1.409 0.2 -0.1 -0.1
I 1.674 2.077 -0.616 -0.6 -0.8 0.5
H 0.785 0.471 1.476 -0.2 0.5 0.1
```
Positions in Å, forces in eV/Å.

=====

Record 6
Formula: CH3I3N
Source: OMol25
Level of theory: ωB97M-V with the def2-TZVPD basis set

Lowest unoccupied orbital energy (eV): -6.9
Kohn-Sham gap (eV): 6.925
Charge: +1
ΔE to the lowest compared entry with this formula, charge and spin (kcal per mole): 37.9

XYZ file:
```
8
Properties=species:S:1:pos:R:3:forces:R:3
I 3.443 -0.073 -1.858 -0.2 -0.4 1.6
H -0.490 -0.192 1.063 -0.7 0.3 0.7
I 2.996 1.805 1.067 0.3 -0.3 0.0
N 0.295 -0.052 0.470 0.9 3.0 2.5
H 0.308 0.901 0.101 -0.5 -0.7 -0.1
C 3.125 -0.045 0.236 0.1 0.0 -0.4
H 0.219 -0.717 -0.187 -0.3 -2.6 -3.4
I 2.964 -1.686 1.470 0.5 0.6 -0.9
```
Positions in Å, forces in eV/Å.

=====

Record 7
Formula: CH3I3N
Source: OMol25
Level of theory: ωB97M-V with the def2-TZVPD basis set

Lowest unoccupied orbital energy (spin up / spin down) (eV): -4.9 / -9.3
Kohn-Sham gap (spin up / spin down) (eV): 6.272 / 3.571
Charge: +1
<S²>: 2.011
Multiplicity: 3

XYZ file:
```
8
Properties=species:S:1:pos:R:3:forces:R:3
H 1.654 -1.634 -5.891 -1.5 -0.3 1.5
H -0.069 -1.602 -5.767 0.5 -0.2 0.2
H -2.088 1.400 0.717 1.8 0.3 -0.2
I -0.975 -1.536 -2.954 0.5 0.4 0.4
N 0.801 -1.813 -5.275 0.9 0.7 -3.5
C 0.844 -1.769 -3.949 0.4 -0.8 1.4
I -0.404 1.660 0.474 -1.8 -0.4 0.1
I 2.628 -1.702 -2.917 -0.7 0.3 0.1
```
Positions in Å, forces in eV/Å.

=====

Record 8
Formula: CH3I3Si
Source: OMol25
Level of theory: ωB97M-V with the def2-TZVPD basis set

Lowest unoccupied orbital energy (eV): -1.7
Kohn-Sham gap (eV): 7.102
ΔE to the lowest compared entry with this formula, charge and spin (kcal per mole): 158.2

XYZ file:
```
8
Properties=species:S:1:pos:R:3:forces:R:3
I -2.907 0.734 -0.870 -0.1 -0.2 0.0
H 1.974 1.521 1.533 0.0 0.1 0.1
H 2.280 -0.864 0.754 -1.0 1.7 -0.3
H 0.002 0.113 0.886 -0.5 -0.1 0.9
I -1.907 -2.588 -1.287 0.0 0.6 0.2
I 0.905 1.411 -1.557 0.7 -0.1 0.1
C -1.716 -0.805 -0.163 -0.4 -0.5 -0.4
Si 1.369 0.478 0.703 1.4 -1.4 -0.7
```
Positions in Å, forces in eV/Å.

=====

- What is the formula in the seventh record?
  CH3I3N